DFT (ωB97M-V/def2-TZVPD) results for one molecule with the formula C2H5FN2.

Geometry as XYZ:
```
10
Properties=species:S:1:pos:R:3
N 1.7745 0.0273 0.6110
N 0.7671 -0.9622 0.5490
C -0.4697 -0.8608 0.2761
C -1.1634 0.5706 -0.4390
F -0.3969 1.4687 -1.1898
H 2.6574 -0.4426 0.3815
H 1.4651 0.8965 0.0577
H -0.8646 -1.8308 0.0462
H -2.0689 -0.0335 -0.7625
H -1.7006 1.1667 0.4699
```

Summary:
- SMILES string: N/N=C\CF
- Energy above the lowest of the compared OMol25 structures with the same formula, charge and spin: 70.3 kcal/mol
- Largest force on an atom: 5.847 eV/Å

---

DFT (ωB97M-V/def2-TZVPD) results for an isolated ion of composition C2H5FNO and charge -1.

Geometry as XYZ:
```
10
Properties=species:S:1:pos:R:3
C 1.0103 0.4669 -0.0058
C 0.0628 -0.5712 0.2536
F 0.4604 -1.8699 -0.0765
N -1.1954 -0.2321 -0.6127
O -1.3532 1.2235 -0.5264
H 1.1151 0.5600 -1.1057
H 1.8791 0.3414 0.5806
H 0.2761 1.3422 0.1835
H -0.2134 -0.7615 1.4110
H -2.0418 -0.4993 -0.1016
```

Summary:
- SMILES string: C[C@H](F)N[O-]
- Charge: -1
- Energy above the lowest of the compared OMol25 structures with the same formula, charge and spin: 92.4 kcal/mol
- Largest force on an atom: 4.912 eV/Å

---

DFT (ωB97M-V/def2-TZVPD) results for a 2-piece molecular cluster, C2H5FO overall.

Geometry as XYZ:
```
9
Properties=species:S:1:pos:R:3
C -1.2600 -1.7729 1.9658
C 0.1458 1.2617 -0.1335
O -0.0473 -1.8600 2.4471
F 0.1680 2.2015 -1.1432
H -1.2415 -1.9540 0.8398
H -0.7125 1.2279 0.4044
H 1.0124 1.5777 0.6126
H 0.4029 0.1999 -0.4975
H -0.0521 -1.6616 3.3429
```

Summary:
- Energy above the lowest of the compared OMol25 structures with the same formula, charge and spin: 83.1 kcal/mol
- Largest force on an atom: 5.592 eV/Å

---

DFT (ωB97M-V/def2-TZVPD) results for one molecule with the formula C2H5FS.

Geometry as XYZ:
```
9
Properties=species:S:1:pos:R:3
C -0.7577 0.3422 0.3462
C 0.1726 -0.6616 -0.2619
F 0.1019 -1.8822 0.1873
S 2.2504 0.1508 -0.0476
H -0.2473 1.1796 0.8138
H -1.6295 -0.1142 0.8651
H -1.0939 0.7081 -0.6375
H 0.1759 -0.7706 -1.3440
H 2.6459 -0.7249 0.9332
```

Summary:
- SMILES string: C[C@H](F)S
- Energy above the lowest of the compared OMol25 structures with the same formula, charge and spin: 25.8 kcal/mol
- Largest force on an atom: 3.394 eV/Å

---

DFT (ωB97M-V/def2-TZVPD) results for a 2-piece molecular cluster, C2H5I overall.

Geometry as XYZ:
```
8
Properties=species:S:1:pos:R:3
C -0.0642 -0.5829 -0.3826
C -0.3417 0.5570 0.5469
I -2.3315 1.4140 0.9200
H -0.5901 -1.4075 0.0280
H -0.5692 -0.3785 -1.4392
H 1.0332 -0.5834 -0.6485
H 0.4739 1.7292 -0.0036
H 0.0117 0.2339 1.6345
```

Summary:
- Energy above the lowest of the compared OMol25 structures with the same formula, charge and spin: 41.8 kcal/mol
- Largest force on an atom: 4.822 eV/Å

---

DFT (ωB97M-V/def2-TZVPD) results for a 2-piece molecular cluster, C2H5IN overall.

Geometry as XYZ:
```
9
Properties=species:S:1:pos:R:3
C 0.0453 -0.5879 1.6875
C -0.7587 -0.1886 0.6039
N 0.3595 0.3366 0.5197
I -0.2246 0.9287 -3.4389
H -0.1017 -0.1691 2.6789
H 0.6283 -1.6334 1.6776
H -1.7115 -0.2401 0.0773
H -0.7858 0.2312 -4.7184
H 1.2630 0.7836 0.3269
```

Summary:
- Charge: +1
- Energy above the lowest of the compared OMol25 structures with the same formula, charge and spin: 60.8 kcal/mol
- Largest force on an atom: 4.117 eV/Å

---

DFT (ωB97M-V/def2-TZVPD) results for a 2-piece molecular cluster, C2H5IN2 overall.

Geometry as XYZ:
```
10
Properties=species:S:1:pos:R:3
C 0.1351 1.8189 -0.4294
C -0.9903 1.6300 0.1948
N 0.8394 -2.3365 0.2098
N 1.1477 -1.3653 -0.4357
I -2.1329 -0.1336 -0.1888
H 0.7303 2.5785 -0.0337
H 0.4949 1.1276 -1.1221
H -0.0845 -2.3136 0.8351
H -1.1989 2.2459 0.9520
H 1.0593 -3.2520 0.0179
```

Summary:
- Energy above the lowest of the compared OMol25 structures with the same formula, charge and spin: 63.0 kcal/mol
- Largest force on an atom: 5.212 eV/Å

---

DFT (ωB97M-V/def2-TZVPD) results for a 2-piece molecular cluster, C2H5IN3O overall.

Geometry as XYZ:
```
12
Properties=species:S:1:pos:R:3
C 1.6535 -0.8664 0.0211
C -0.1270 0.4884 0.0213
N 1.2371 -1.9882 0.0979
N -1.1808 -0.2454 0.0938
N -0.0144 1.7699 -0.0912
O -2.4737 0.2889 0.1829
I 3.3023 0.3380 -0.0844
H 1.7054 -2.8812 0.1286
H -1.0958 -1.2421 0.2645
H 0.8984 2.1976 -0.1734
H -0.8299 2.3779 -0.0940
H -3.0751 -0.2375 -0.3672
```

Summary:
- Charge: +1
- Energy above the lowest of the compared OMol25 structures with the same formula, charge and spin: 40.7 kcal/mol
- Largest force on an atom: 3.362 eV/Å

---

no.,HOMO level (eV),Kohn-Sham gap (eV),total energy (hartree)
1,-9.40,10.378,-288.45669
2,-1.90,6.602,-308.97487
3,-8.92,9.356,-254.15853
4,-9.07,9.715,-577.19358
5,-9.34,9.633,-376.80651
6,-13.28,7.557,-431.25819
7,-8.22,8.630,-486.25674
8,-13.96,9.314,-616.03097